The following is a quantum chemistry calculation of C40H64AsBrFN5O15PRbSeSi as an isolated structure, from OMol25.

Geometry as XYZ:
```
131
Properties=species:S:1:pos:R:3:mulliken_charge:R:1
Rb 0.663 0.023 0.664 1.14
O -2.260 2.034 -0.198 -0.88
H -2.755 1.192 -0.163 -0.04
H -2.016 2.121 -1.143 0.27
O -0.592 2.143 1.967 -0.42
H 0.255 2.222 1.490 0.00
H -1.252 2.183 1.239 0.48
O -0.063 -3.319 1.093 -0.57
H -0.737 -2.992 0.479 0.25
H 0.797 -2.963 0.786 0.11
O 2.046 -0.224 -3.611 -0.72
H 1.154 -0.170 -3.200 0.24
H 2.534 -0.842 -3.054 0.33
O 1.793 1.914 -0.900 -0.01
O 1.837 2.302 0.469 -0.84
C -6.113 -1.760 -1.886 -0.68
Si -4.929 -2.292 -0.525 0.29
C -5.864 -2.063 1.095 -0.77
C -4.677 -4.146 -0.726 -1.08
Se -3.019 -1.184 -0.604 -0.40
H -7.064 -2.301 -1.848 0.41
H -5.660 -1.935 -2.865 -0.09
H -6.319 -0.690 -1.805 0.19
H -6.820 -2.599 1.094 0.39
H -6.064 -1.001 1.264 0.21
H -5.271 -2.427 1.936 -0.01
H -5.623 -4.698 -0.714 0.33
H -4.042 -4.524 0.080 0.27
H -4.166 -4.350 -1.670 0.23
C -3.589 -3.556 3.900 -1.54
C -2.540 -3.004 2.944 0.52
As -1.328 -1.607 3.594 0.80
C -2.652 -0.383 4.388 -1.00
C -3.433 0.375 3.318 -0.50
C -0.796 -2.451 5.299 -1.04
C 0.034 -1.535 6.190 -1.02
H -4.268 -4.225 3.363 0.41
H -4.207 -2.773 4.345 0.30
H -3.144 -4.130 4.715 0.38
H -3.001 -2.576 2.051 -0.89
H -1.877 -3.791 2.583 0.48
H -2.095 0.314 5.020 0.43
H -3.322 -0.946 5.044 0.58
H -2.770 1.014 2.734 -0.11
H -4.205 1.010 3.763 0.46
H -3.920 -0.299 2.610 -0.13
H -0.232 -3.351 5.040 0.47
H -1.701 -2.773 5.821 0.50
H 0.938 -1.179 5.695 0.01
H 0.342 -2.041 7.110 0.41
H -0.537 -0.651 6.486 0.35
N 0.125 5.877 -5.580 0.10
C -0.282 7.091 -6.099 0.69
C -0.402 7.562 -7.404 -1.04
C -0.816 8.870 -7.553 -0.38
C -1.101 9.682 -6.438 -0.45
C -0.979 9.200 -5.152 -0.72
C -0.559 7.881 -4.983 0.43
N -0.329 7.163 -3.812 -0.68
C 0.068 5.992 -4.217 -0.13
C 0.479 4.883 -3.323 1.30
C 0.360 5.035 -1.957 -0.80
C 0.802 4.028 -1.111 -0.31
N 1.336 2.945 -1.666 0.37
C 1.466 2.729 -2.983 -1.27
C 1.026 3.710 -3.834 -0.62
H 0.371 5.055 -6.099 0.17
H -0.181 6.941 -8.262 0.38
H -0.921 9.283 -8.547 0.37
H -1.421 10.703 -6.600 0.37
H -1.198 9.817 -4.290 0.43
H -0.081 5.927 -1.539 0.50
H 0.771 4.004 -0.032 0.71
H 1.930 1.783 -3.256 1.03
H 1.125 3.517 -4.893 0.27
C 3.827 -3.578 2.955 -1.43
C 2.770 -2.698 3.571 0.64
O 3.330 -1.393 3.852 -0.52
P 2.568 -0.109 3.213 0.23
O 2.236 0.639 4.639 -0.48
C 1.261 1.690 4.541 0.53
C 1.110 2.310 5.909 -1.58
O 3.819 0.772 2.692 -0.20
C 5.030 0.900 3.446 -0.26
C 6.104 0.026 2.837 -1.05
H 3.441 -4.595 2.850 0.42
H 4.710 -3.610 3.599 0.36
H 4.108 -3.223 1.964 0.13
H 2.413 -3.098 4.524 0.24
H 1.910 -2.593 2.904 -0.23
H 0.313 1.284 4.180 -0.10
H 1.583 2.435 3.807 0.33
H 0.734 1.576 6.623 0.27
H 0.408 3.145 5.869 0.39
H 2.071 2.678 6.271 0.36
H 4.850 0.643 4.493 0.24
H 5.311 1.955 3.403 0.35
H 5.818 -1.023 2.890 0.16
H 7.051 0.164 3.368 0.39
H 6.250 0.280 1.787 0.27
Br 3.340 -5.366 -5.284 -0.28
C 2.374 -4.324 -4.006 0.10
C 1.065 -3.966 -4.290 -0.60
C 0.370 -3.215 -3.354 -0.69
C 0.984 -2.838 -2.168 -0.13
C 2.302 -3.191 -1.899 -0.06
C 3.003 -3.947 -2.836 -0.63
C 3.017 -2.751 -0.616 -0.08
O 4.227 -2.981 -0.528 -0.82
O 2.284 -2.140 0.222 0.31
H 0.603 -4.259 -5.223 0.46
H -0.650 -2.910 -3.553 0.62
H 0.428 -2.247 -1.454 0.58
H 4.029 -4.213 -2.622 0.57
F -6.059 1.615 -4.019 -0.39
C -5.116 0.730 -4.381 0.46
C -3.818 1.000 -4.235 -0.28
N -2.831 0.112 -4.617 0.30
C -1.401 0.463 -4.520 -1.39
C -1.063 1.098 -3.173 1.11
O -1.563 2.230 -2.932 -0.90
O -0.331 0.438 -2.409 0.37
C -3.149 -1.114 -5.155 0.52
O -2.335 -1.927 -5.547 -0.69
N -4.510 -1.363 -5.250 0.04
C -5.574 -0.528 -4.938 0.02
O -6.725 -0.859 -5.140 -0.67
H -3.453 1.916 -3.787 0.73
H -1.142 1.156 -5.327 0.10
H -0.859 -0.466 -4.657 0.44
H -4.749 -2.268 -5.624 0.21
```

Summary:
**DFT total energy**: -10931.274662 hartree
**Molar mass**: 1252.28 g/mol
**HOMO level**: -2.49 eV
**Total charge**: -2
**Largest force on an atom**: 2.1 eV/A
**Relative energy (zero: lowest compared OMol25 entry of this formula, charge and spin)**: 0.090 eV

***

The following is a quantum chemistry calculation of a 3-piece molecular cluster, C22H47N3O12P2 overall, from OMol25.

Geometry as XYZ:
```
86
Properties=species:S:1:pos:R:3:mulliken_charge:R:1
C 0.500 1.595 6.897 -1.12
C 1.898 2.115 7.367 -0.23
O 2.636 2.426 6.162 -0.01
P 4.253 2.370 6.336 0.68
O 4.695 2.113 7.713 -0.84
C 4.876 1.008 5.278 -0.63
C 5.755 1.454 4.069 -1.54
C 5.152 2.559 3.232 0.78
C 4.038 2.584 2.499 0.45
P 2.824 1.251 2.243 0.89
N 3.531 -0.052 1.752 -0.88
O 1.787 1.779 1.119 -0.25
O 1.980 0.934 3.597 -0.35
C 4.002 4.007 1.949 0.35
O 3.174 4.450 1.274 -0.49
O 5.077 4.744 2.383 -0.36
C 5.876 3.907 3.139 0.16
O 6.876 4.179 3.630 -0.44
O 4.836 3.817 5.875 -0.36
C 4.159 4.919 6.507 -0.41
C 3.120 5.616 5.609 -0.89
H -0.234 1.747 7.700 0.40
H 0.214 2.034 5.933 0.24
H 0.623 0.506 6.752 0.28
H 2.340 1.314 7.969 0.34
H 1.746 3.050 7.930 0.25
H 4.011 0.457 4.868 0.35
H 5.436 0.306 5.910 0.56
H 5.843 0.572 3.405 0.44
H 6.785 1.671 4.386 0.36
H 4.525 0.175 1.721 0.26
H 1.457 2.671 1.331 0.25
H 1.537 0.081 3.430 0.25
H 4.929 5.668 6.750 0.45
H 3.661 4.607 7.442 0.31
H 3.473 5.788 4.579 0.17
H 2.961 6.624 6.040 0.42
H 2.130 5.135 5.609 0.18
C 0.112 0.239 -1.245 -0.64
O -0.832 0.517 -2.266 -0.37
C -1.608 -0.614 -2.660 -0.65
C -3.045 -0.476 -2.184 0.09
N -3.144 -0.625 -0.733 -0.38
C -4.439 -0.228 -0.179 -0.73
C -4.888 1.224 -0.358 -0.51
O -4.120 2.173 0.364 -0.44
C -2.912 2.568 -0.263 -0.41
H 0.779 1.095 -1.168 0.20
H -0.382 0.102 -0.278 0.24
H 0.708 -0.645 -1.488 0.37
H -1.165 -1.556 -2.327 0.37
H -1.615 -0.624 -3.751 0.28
H -3.658 -1.245 -2.664 0.24
H -3.405 0.505 -2.514 0.11
H -2.425 -0.064 -0.297 0.05
H -4.383 -0.425 0.896 0.38
H -5.209 -0.893 -0.581 0.39
H -5.899 1.294 0.055 0.37
H -4.975 1.514 -1.411 0.35
H -2.998 2.585 -1.352 0.27
H -2.088 1.919 0.043 0.07
H -2.674 3.578 0.075 0.31
C -5.384 -5.331 -7.438 -0.70
O -4.405 -6.153 -6.825 -0.33
C -3.281 -6.431 -7.655 -0.83
C -2.041 -5.701 -7.163 -0.15
N -2.141 -4.262 -7.392 -0.32
C -1.120 -3.475 -6.698 -0.81
C -1.080 -3.528 -5.169 -0.50
O -2.192 -2.926 -4.528 -0.33
C -3.344 -3.748 -4.433 -0.59
H -6.274 -5.356 -6.811 0.23
H -5.043 -4.294 -7.510 0.29
H -5.647 -5.705 -8.431 0.34
H -3.484 -6.210 -8.707 0.40
H -3.093 -7.505 -7.576 0.40
H -1.164 -6.086 -7.692 0.39
H -1.928 -5.933 -6.097 0.15
H -3.051 -3.944 -7.087 0.09
H -1.291 -2.434 -6.987 0.38
H -0.138 -3.753 -7.091 0.42
H -0.211 -2.940 -4.856 0.35
H -0.910 -4.540 -4.784 0.37
H -3.090 -4.804 -4.310 0.32
H -3.988 -3.610 -5.304 0.14
H -3.912 -3.430 -3.557 0.32
```

Summary:
**DFT total energy**: -2616.339260 hartree
**Molar mass**: 607.58 g/mol
**Structure (SMILES)**: CCOP(=O)(CCC1=C(P(=N)(O)O)C(=O)OC1=O)OCC.COCCNCCOC.COCCNCCOC
**HOMO level**: -8.54 eV
**Largest force on an atom**: 4.1 eV/A
**Relative energy (zero: lowest compared OMol25 entry of this formula, charge and spin)**: 1.284 eV

***

The following is a quantum chemistry calculation of a 2-piece molecular cluster, C6H12O overall, from OMol25.

Geometry as XYZ:
```
19
Properties=species:S:1:pos:R:3:mulliken_charge:R:1
C -1.510 -0.996 -2.726 -1.01
C -0.162 -0.802 -2.025 0.02
O 0.168 -1.720 -1.147 -0.61
C -0.058 0.002 0.444 -0.82
C -0.001 0.583 1.760 -0.01
C 1.029 1.684 2.023 -0.57
C 1.275 0.342 2.578 -0.58
H -1.752 -0.155 -3.387 0.34
H -1.476 -1.913 -3.323 0.28
H -2.315 -1.109 -1.990 0.24
H -0.275 0.251 -1.434 0.33
H 0.640 -0.530 -2.746 0.32
H 0.860 -0.186 -0.088 0.39
H -0.967 -0.472 0.112 0.24
H -0.927 0.648 2.324 0.42
H 1.617 2.013 1.173 0.26
H 0.700 2.474 2.691 0.26
H 2.034 -0.287 2.123 0.24
H 1.120 0.172 3.639 0.26
```

Summary:
**DFT total energy**: -310.863590 hartree
**Molar mass**: 100.16 g/mol
**HOMO level (alpha / beta)**: -8.87 / -8.17 eV
**Largest force on an atom**: 0.4 eV/A
**Relative energy (zero: lowest compared OMol25 entry of this formula, charge and spin)**: 5.325 eV

***

The following is a quantum chemistry calculation of C20H44ClF5P2Re as an isolated structure, from OMol25.

Geometry as XYZ:
```
73
Properties=species:S:1:pos:R:3:lowdin_spin:R:1
Re 0.386 -0.599 0.586 1.73
P -0.169 -2.616 -0.321 0.11
C 0.838 -3.215 -1.789 0.02
C 0.092 -3.964 0.963 0.03
C -1.894 -2.827 -0.997 0.01
C 2.168 -2.476 -1.940 0.00
H 0.186 -2.943 -2.636 0.00
C 1.076 -4.731 -1.813 0.00
H 1.799 -5.033 -1.045 0.00
H 1.507 -4.983 -2.792 0.00
H 0.163 -5.323 -1.699 0.00
H 2.020 -1.431 -2.235 0.00
H 2.774 -2.968 -2.714 0.00
H 2.745 -2.479 -1.003 0.00
H -1.816 -2.249 -1.935 0.00
C -2.985 -2.184 -0.141 0.00
C -2.228 -4.280 -1.346 0.00
H -1.649 -4.644 -2.200 0.00
H -3.290 -4.329 -1.625 0.00
H -2.080 -4.954 -0.491 0.00
H -2.684 -1.215 0.272 0.00
H -3.297 -2.835 0.683 0.00
H -3.861 -2.008 -0.783 0.00
C 1.514 -3.865 1.528 0.01
H -0.014 -4.911 0.413 0.00
C -0.956 -3.919 2.080 0.00
H 2.287 -4.108 0.787 0.00
H 1.611 -4.567 2.368 0.00
H 1.718 -2.856 1.919 0.00
H -1.020 -2.919 2.528 0.00
H -0.652 -4.623 2.868 0.00
H -1.955 -4.211 1.733 0.00
Cl 2.011 -0.392 2.256 0.13
H 1.623 -0.380 -0.440 0.01
H -0.484 -0.624 -0.883 0.03
P 0.349 2.767 -0.369 0.10
C -0.617 3.612 -1.689 0.02
C 0.444 3.706 1.209 0.03
C 2.011 2.700 -1.135 0.00
C -1.934 2.947 -2.112 0.00
H 0.042 3.549 -2.573 0.00
C -0.836 5.089 -1.354 0.00
H -1.474 5.201 -0.465 0.00
H -1.345 5.578 -2.197 0.00
H 0.104 5.626 -1.180 0.00
H -1.817 1.871 -2.263 0.00
H -2.244 3.386 -3.072 0.00
H -2.738 3.138 -1.388 0.00
H 1.782 2.140 -2.058 0.00
C 3.125 1.939 -0.399 0.00
C 2.480 4.117 -1.509 0.00
H 1.848 4.583 -2.275 0.00
H 3.499 4.052 -1.917 0.00
H 2.515 4.779 -0.629 0.00
H 2.753 1.221 0.343 0.00
H 3.823 2.626 0.099 0.00
H 3.696 1.360 -1.139 0.00
C -0.771 3.445 2.111 0.01
H 0.438 4.765 0.903 0.00
C 1.728 3.418 1.987 0.00
H -1.689 3.887 1.706 0.00
H -0.598 3.889 3.100 0.00
H -0.926 2.368 2.253 0.00
H 1.825 2.342 2.198 0.00
H 1.673 3.945 2.949 0.00
H 2.626 3.771 1.473 0.00
F -1.009 -0.826 2.006 0.20
C -0.355 1.117 0.040 0.55
F -1.772 1.309 0.306 0.11
C -2.811 0.686 3.960 -0.08
F -3.404 -0.467 3.579 -0.02
F -2.123 0.439 5.102 -0.02
F -3.784 1.586 4.238 -0.02
```

Summary:
**DFT total energy**: -2508.719817 hartree
**Molar mass**: 663.17 g/mol
**Spin multiplicity**: 4
**HOMO level (alpha / beta)**: -4.42 / -5.30 eV
**Largest force on an atom**: 3.6 eV/A
**Expectation value of S²**: 3.961

***

The following is a quantum chemistry calculation of a 3-piece molecular cluster, C29H36Br2ClN4O9 overall, from OMol25.

Geometry as XYZ:
```
81
Properties=species:S:1:pos:R:3:mulliken_charge:R:1
C -3.815 2.624 -0.425 -0.93
C -3.350 1.601 -1.425 0.35
Br -4.576 1.229 -2.799 -0.09
C -2.162 1.011 -1.350 -0.42
Br -1.573 -0.220 -2.643 0.04
C -1.247 1.376 -0.236 0.89
C -0.421 2.496 -0.394 1.66
C -0.466 3.286 -1.672 -0.34
O -0.630 2.788 -2.730 -0.50
O -0.265 4.596 -1.486 -0.22
C -1.185 5.471 -2.159 -0.78
C -0.410 6.567 -2.889 0.13
C 0.424 5.964 -4.024 -1.16
Cl 0.729 7.271 -1.675 -0.20
C 0.454 2.859 0.637 0.18
C 1.436 3.998 0.576 -1.50
C 0.414 2.102 1.781 -0.57
N -0.417 1.054 1.951 0.44
C -0.359 0.416 3.277 -0.78
C -1.324 1.046 4.314 1.18
N -2.701 0.756 3.996 -0.46
N -1.212 2.517 4.414 -0.74
N -0.945 0.448 5.596 -0.72
C -1.247 0.638 0.962 0.24
C -2.164 -0.536 1.170 -1.01
C -1.781 -1.816 0.412 -0.32
O -2.529 -2.228 -0.426 -0.52
C -0.531 -2.546 0.719 0.61
C -0.065 -2.765 2.016 0.26
C 1.109 -3.469 2.247 -1.01
C 1.866 -3.965 1.184 -0.72
C 1.390 -3.769 -0.109 -0.82
C 0.207 -3.074 -0.341 -0.67
H -3.325 3.580 -0.602 0.11
H -3.614 2.315 0.598 0.14
H -4.882 2.769 -0.545 0.53
H -1.804 5.954 -1.405 0.26
H -1.826 4.928 -2.847 0.51
H -1.086 7.344 -3.222 0.49
H 1.359 5.602 -3.614 0.33
H 0.649 6.691 -4.793 0.36
H -0.106 5.113 -4.443 0.23
H 2.109 3.983 1.424 0.53
H 0.900 4.940 0.561 0.23
H 1.977 3.952 -0.364 0.35
H 1.068 2.345 2.599 0.51
H -0.576 -0.631 3.182 -1.32
H 0.650 0.492 3.667 0.68
H -3.121 0.100 4.636 0.24
H -3.256 1.591 3.912 0.20
H -1.614 2.933 3.575 0.26
H -0.240 2.811 4.388 0.31
H -0.245 1.056 6.011 0.30
H -1.750 0.586 6.201 0.32
H -3.150 -0.251 0.817 0.68
H -2.280 -0.778 2.217 0.48
H -0.618 -2.422 2.879 0.66
H 1.472 -3.651 3.246 0.48
H 2.783 -4.481 1.402 0.63
H 1.947 -4.145 -0.955 0.53
H -0.121 -2.958 -1.362 0.50
C 1.983 -0.178 -4.008 0.43
C 2.102 -0.711 -5.421 -0.36
O 3.517 -0.837 -5.579 -0.33
C 4.077 -0.958 -4.349 0.62
O 5.207 -1.245 -4.142 -0.52
O 3.154 -0.705 -3.382 -0.31
H 1.092 -0.519 -3.488 -0.33
H 2.022 0.913 -3.971 0.14
H 1.647 -1.697 -5.536 0.30
H 1.692 -0.040 -6.170 0.32
C 2.292 -9.066 0.876 -0.35
C 1.357 -8.046 0.261 -0.29
O 1.190 -7.106 1.329 -0.27
C 2.262 -7.205 2.150 0.68
O 2.505 -6.448 3.035 -0.51
O 3.016 -8.277 1.827 -0.33
H 2.972 -9.515 0.157 0.30
H 1.760 -9.855 1.408 0.26
H 1.802 -7.531 -0.593 0.23
H 0.398 -8.463 -0.034 0.31
```

Summary:
**DFT total energy**: -7630.863670 hartree
**Molar mass**: 779.89 g/mol
**HOMO level**: -11.77 eV
**Total charge**: +1
**Largest force on an atom**: 1.4 eV/A

***

The following is a quantum chemistry calculation of an isolated ion of composition C12H23ClNO3 and charge +1, from OMol25.

Geometry as XYZ:
```
40
Properties=species:S:1:pos:R:3:mulliken_charge:R:1
C 4.164 -1.443 0.685 -1.08
C 4.357 -0.455 -0.465 -0.33
C 3.062 0.030 -1.101 -0.65
O 2.123 0.554 -0.156 -0.19
C 1.132 -0.321 0.318 -1.23
C -0.088 0.528 0.678 0.23
C 0.214 1.697 1.635 -0.90
C -0.810 2.758 1.250 -0.64
N -0.958 2.608 -0.243 -0.04
Cl 0.250 3.603 -1.035 0.06
C -0.723 1.108 -0.587 -0.08
C -2.048 0.502 -1.094 -1.27
C -2.276 -0.996 -0.824 -0.74
C -3.712 -1.280 -0.349 -0.53
C -3.983 -2.617 0.317 0.34
O -5.054 -2.878 0.794 -0.52
O -2.944 -3.477 0.448 -0.47
H 3.879 -0.921 1.601 0.22
H 5.079 -2.002 0.883 0.38
H 3.370 -2.160 0.454 0.29
H 4.924 0.418 -0.133 0.28
H 4.940 -0.928 -1.263 0.36
H 3.289 0.858 -1.780 0.29
H 2.594 -0.762 -1.700 0.38
H 1.461 -0.884 1.199 0.49
H 0.848 -1.055 -0.449 0.51
H -0.788 -0.124 1.201 0.69
H -0.060 1.349 2.633 0.39
H 1.237 2.066 1.604 0.31
H -0.458 3.771 1.439 0.39
H -1.771 2.610 1.743 0.31
H -1.862 2.947 -0.573 0.43
H 0.009 1.157 -1.391 0.33
H -2.892 1.082 -0.698 0.67
H -2.077 0.656 -2.177 0.28
H -1.598 -1.374 -0.062 0.47
H -2.097 -1.542 -1.756 0.49
H -3.991 -0.532 0.401 0.34
H -4.425 -1.168 -1.168 0.34
H -2.315 -3.385 -0.278 0.36
```

Summary:
**DFT total energy**: -1211.415112 hartree
**Molar mass**: 264.77 g/mol
**Structure (SMILES)**: CCCOC[C@H]1CC[N@@H+](Cl)[C@@H]1CCCC(=O)O
**HOMO level**: -13.00 eV
**Total charge**: +1
**Largest force on an atom**: 0.9 eV/A